Model A:
ORCA calculation (the ωB97M-V functional and the def2-TZVPD basis) on a cluster of 2 separate species, C5H14N2O in total.

Each atom is followed by the atoms it is bonded to, with distances in Å.
Element x y z (Å)
1 C 2.101 -0.782 -0.719  H3 1.091, H9 1.095, O10 1.411, H11 1.094
2 N -0.641 0.537 0.379  C5 1.358, H7 1.013, C15 1.314
3 H 1.532 0.119 -0.954  C1 1.091
4 H -1.367 -0.309 -1.880  N12 1.015
5 C -0.338 1.586 -0.430  N2 1.358, C6 1.497, H8 1.078
6 C 0.295 2.779 0.215  C5 1.497, H14 1.091, H16 1.089, H17 1.099
7 H -0.162 0.551 1.271  N2 1.013
8 H -1.013 1.768 -1.250  C5 1.078
9 H 1.723 -1.620 -1.313  C1 1.095
10 O 1.931 -1.011 0.662  C1 1.411, H19 0.963
11 H 3.153 -0.616 -0.972  C1 1.094
12 N -1.925 -0.721 -1.139  H4 1.015, C15 1.414, H18 1.013
13 H -0.734 -1.477 1.960  C22 1.088
14 H 1.059 2.466 0.928  C6 1.091
15 C -1.288 -0.576 0.116  N2 1.314, N12 1.414, C22 1.491
16 H 0.774 3.398 -0.542  C6 1.089
17 H -0.423 3.415 0.751  C6 1.099
18 H -2.125 -1.693 -1.344  N12 1.013
19 H 2.449 -1.781 0.915  O10 0.963
20 H -1.159 -2.632 0.693  C22 1.093
21 H -2.430 -1.737 1.522  C22 1.094
22 C -1.412 -1.663 1.129  H13 1.088, C15 1.491, H20 1.093, H21 1.094

Summary:
HOMO (spin up / spin down)	-5.56 / -5.56	eV

Model B:
ORCA calculation (the ωB97M-V functional and the def2-TZVPD basis) on a cluster of 2 separate species, C5H14N2O in total.

Each atom is followed by the atoms it is bonded to, with distances in Å.
Element x y z (Å)
1 H -0.409 0.285 2.955  C22 1.090
2 C 0.517 0.260 1.035  N3 1.435, C14 1.341, C22 1.503
3 N 0.857 -0.680 0.005  C2 1.435, H10 1.003, H21 1.006
4 H -1.933 -1.617 0.361  C13 1.087
5 H 3.233 -2.436 -5.051  O11 0.971
6 H -3.517 -1.108 0.803  C13 1.079
7 H -1.958 1.293 0.960  C9 1.091
8 H -0.668 -1.143 2.168  C22 1.104
9 C -2.020 0.300 1.410  H7 1.091, C13 1.557, H20 1.083, C22 1.531
10 H 0.498 -1.604 0.156  N3 1.003
11 O 3.000 -1.565 -5.411  H5 0.971, H12 0.961
12 H 2.130 -1.342 -5.068  O11 0.961
13 C -2.582 -0.747 0.403  H4 1.087, H6 1.079, C9 1.557, H17 1.086
14 C 0.914 1.538 0.942  C2 1.341, H16 1.082, N18 1.401
15 H 1.945 3.063 0.105  N18 1.004
16 H 0.331 2.259 1.500  C14 1.082
17 H -2.790 -0.279 -0.554  C13 1.086
18 N 1.933 2.060 0.135  C14 1.401, H15 1.004, H19 1.013
19 H 2.074 1.641 -0.776  N18 1.013
20 H -2.738 0.378 2.217  C9 1.083
21 H 1.814 -0.494 -0.243  N3 1.006
22 C -0.634 -0.062 1.947  H1 1.090, C2 1.503, H8 1.104, C9 1.531

Summary:
HOMO	-7.06	eV

Model C:
ORCA calculation (the ωB97M-V functional and the def2-TZVPD basis) on a cluster of 2 separate species, C5H14N2O in total.

Each atom is followed by the atoms it is bonded to, with distances in Å.
Element x y z (Å)
1 H -1.024 -3.368 0.297  C17 1.088
2 H 1.017 -1.644 0.738  C9 1.091
3 H 0.245 0.524 2.265  C10 1.092
4 C 0.002 2.162 -0.432  H7 1.087, N11 1.261, N16 1.383
5 H 0.570 -0.981 -0.823  C9 1.088
6 H -1.314 -1.233 1.563  C8 1.091
7 H 0.630 2.668 -1.160  C4 1.087
8 C -0.860 -0.614 0.789  H6 1.091, C9 1.526, C10 1.534, H22 1.098
9 C 0.176 -1.468 0.066  H2 1.091, H5 1.088, C8 1.526, C17 1.542
10 C -0.339 0.711 1.362  H3 1.092, C8 1.534, N11 1.449, H20 1.096
11 N 0.526 1.397 0.422  C4 1.261, C10 1.449
12 H 2.204 0.735 -0.538  O21 0.975
13 H -2.057 1.909 -0.289  N16 1.005
14 H -1.537 3.185 -1.268  N16 1.003
15 H 3.727 0.592 -0.750  O21 0.966
16 N -1.322 2.556 -0.516  C4 1.383, H13 1.005, H14 1.003
17 C -0.387 -2.826 -0.399  H1 1.088, C9 1.542, H18 1.090, H19 1.100
18 H -0.822 -2.773 -1.397  C17 1.090
19 H 0.492 -3.470 -0.551  C17 1.100
20 H -1.193 1.325 1.668  C10 1.096
21 O 2.934 0.993 -1.130  H12 0.975, H15 0.966
22 H -1.667 -0.379 0.082  C8 1.098

Summary:
HOMO	-9.38	eV

Model D:
ORCA calculation (the ωB97M-V functional and the def2-TZVPD basis) on a cluster of 3 separate species, C5H14N2O in total.

Each atom is followed by the atoms it is bonded to, with distances in Å.
Element x y z (Å)
1 H -2.338 -1.201 -1.230  C10 1.091
2 H -1.819 -1.957 0.316  C10 1.089
3 H -0.752 -0.289 3.057  O17 0.964
4 H 1.568 -1.613 -1.128  C21 1.090
5 H 0.323 -0.810 -0.049  no bonds
6 C -1.346 1.242 -0.848  C9 1.520, H12 1.090, H13 1.089, H14 1.090
7 H -3.088 -0.696 0.191  C10 1.092
8 H 1.149 1.975 -0.151  C11 1.089
9 C -1.032 0.030 0.014  C6 1.520, C10 1.529, N18 1.368
10 C -2.116 -1.032 -0.175  H1 1.091, H2 1.089, H7 1.092, C9 1.529
11 C 1.919 1.244 -0.392  H8 1.089, N19 1.714, H20 1.090, H22 1.088
12 H -2.215 1.138 -1.499  C6 1.090
13 H -0.556 1.442 -1.570  C6 1.089
14 H -1.605 2.119 -0.256  C6 1.090
15 H 1.893 -2.353 0.488  C21 1.089
16 H 2.596 -0.147 1.210  N19 1.020
17 O -0.741 -0.676 2.174  H3 0.964, N18 1.431
18 N -0.742 0.445 1.285  C9 1.368, O17 1.431
19 N 2.432 -0.277 0.212  C11 1.714, H16 1.020, C21 1.348
20 H 1.924 0.957 -1.443  C11 1.090
21 C 1.790 -1.427 -0.077  H4 1.090, H15 1.089, N19 1.348
22 H 2.757 1.886 -0.128  C11 1.088

Summary:
HOMO (spin up / spin down)	-7.06 / -6.85	eV

Which one sits at the bottom of the stability order? model D does.

Model A:
ORCA calculation (the ωB97M-V functional and the def2-TZVPD basis) on an isolated molecule of C4H8F2.

Each atom is followed by the atoms it is bonded to, with distances in Å.
Element x y z (Å)
1 H 0.307 1.275 -1.400  C7 1.097
2 C -0.104 0.102 0.391  C7 1.471, H12 1.127, C13 1.487, C14 1.470
3 H 1.991 0.345 0.931  C14 1.123
4 H -1.205 1.581 -0.605  C7 1.105
5 H -0.760 -0.846 -1.376  C13 1.083
6 H 1.258 -1.168 1.349  C14 1.089
7 C -0.145 1.340 -0.403  H1 1.097, C2 1.471, H4 1.105, H8 1.103
8 H 0.247 2.195 0.173  C7 1.103
9 H -0.698 -1.982 0.021  C13 1.103
10 F 1.713 -0.983 -0.655  C14 1.411
11 F -2.287 -0.751 -0.023  C13 1.434
12 H -0.681 0.260 1.345  C2 1.127
13 C -0.895 -0.947 -0.305  C2 1.487, H5 1.083, H9 1.103, F11 1.434
14 C 1.260 -0.421 0.557  C2 1.470, H3 1.123, H6 1.089, F10 1.411

Summary:
HOMO	-11.67	eV

Model B:
ORCA calculation (the ωB97M-V functional and the def2-TZVPD basis) on an isolated molecule of C4H8F2.

Each atom is followed by the atoms it is bonded to, with distances in Å.
Element x y z (Å)
1 H 1.778 1.829 -0.861  C12 1.128
2 H 0.159 2.448 -0.254  C12 1.078
3 H -1.644 0.413 0.164  C14 1.137
4 H 0.761 -0.340 -1.038  C9 1.087
5 H -0.518 0.496 1.460  C14 1.093
6 F -0.095 1.514 -1.978  C12 1.373
7 H 1.395 0.097 0.394  C9 1.050
8 H -1.079 -2.071 0.108  C10 1.064
9 C 0.569 0.335 -0.208  H4 1.087, H7 1.050, C12 1.505, C14 1.518
10 C -0.844 -1.505 0.979  H8 1.064, H11 1.121, F13 1.399, C14 1.507
11 H -1.655 -1.735 1.717  C10 1.121
12 C 0.658 1.697 -0.844  H1 1.128, H2 1.078, F6 1.373, C9 1.505
13 F 0.387 -1.944 1.477  C10 1.399
14 C -0.687 -0.071 0.542  H3 1.137, H5 1.093, C9 1.518, C10 1.507

Summary:
HOMO	-11.23	eV

Which one sits at the bottom of the stability order? model B does.

Model A:
ORCA calculation (the ωB97M-V functional and the def2-TZVPD basis) on an isolated molecule of C2H4N6O.

Each atom is followed by the atoms it is bonded to, with distances in Å.
Element x y z (Å)
1 N -1.159 -0.862 -0.791  C3 1.233, N11 1.355
2 O 0.329 -0.803 0.994  C3 1.319, N4 1.550
3 C -0.805 -0.584 0.357  N1 1.233, O2 1.319, N7 1.330
4 N 1.583 -1.105 0.137  O2 1.550, C9 1.432, H13 1.147
5 N -2.737 0.376 0.076  N7 1.347, N11 1.255
6 H 2.948 0.273 -0.991  C9 1.183
7 N -1.745 0.141 0.957  C3 1.330, N5 1.347, H10 1.139
8 H 1.421 2.193 -0.461  N12 1.077
9 C 1.919 0.174 -0.414  N4 1.432, H6 1.183, N12 1.369
10 H -1.541 0.831 1.840  N7 1.139
11 N -2.366 -0.264 -0.937  N1 1.355, N5 1.255
12 N 1.141 1.240 -0.048  H8 1.077, C9 1.369
13 H 1.011 -1.611 -0.720  N4 1.147

Summary:
HOMO	-10.28	eV

Model B:
ORCA calculation (the ωB97M-V functional and the def2-TZVPD basis) on an isolated molecule of C2H4N6O.

Each atom is followed by the atoms it is bonded to, with distances in Å.
Element x y z (Å)
1 H 2.794 1.467 -0.261  N8 1.126
2 N -2.547 0.613 0.555  C7 1.275, H9 1.022
3 O 2.074 -1.166 0.234  H4 0.984, N13 1.446
4 H 2.317 -1.198 1.186  O3 0.984
5 N -0.517 1.175 -0.359  C7 1.382, C10 1.323
6 N -0.177 -1.578 -0.300  N12 1.255, N13 1.379
7 C -1.480 0.238 -0.036  N2 1.275, N5 1.382, N12 1.404
8 N 1.712 1.665 -0.023  H1 1.126, C10 1.396, H11 1.010
9 H -3.294 -0.079 0.635  N2 1.022
10 C 0.689 0.716 -0.063  N5 1.323, N8 1.396, N13 1.390
11 H 1.277 2.553 -0.231  N8 1.010
12 N -1.330 -1.102 -0.429  N6 1.255, C7 1.404
13 N 0.724 -0.652 0.183  O3 1.446, N6 1.379, C10 1.390

Summary:
HOMO	-9.37	eV

Which one sits at the bottom of the stability order? model A does.

Model A:
ORCA calculation (the ωB97M-V functional and the def2-TZVPD basis) on a cluster of 2 separate species, C4H10NO in total.

Each atom is followed by the atoms it is bonded to, with distances in Å.
Element x y z (Å)
1 H -2.681 0.658 -1.760  C13 1.096
2 H 0.404 -0.383 -2.665  O16 0.949
3 H 2.054 0.873 2.278  C9 1.152
4 N -1.422 0.149 -0.142  H6 0.967, C10 1.463, C13 1.305
5 H -0.338 1.594 1.217  C10 1.122
6 H -1.199 -0.745 -0.435  N4 0.967
7 H 2.503 -0.732 1.725  C9 1.097
8 C 0.785 -0.140 0.729  C9 1.450, C10 1.320, H12 1.097
9 C 1.608 -0.128 1.923  H3 1.152, H7 1.097, C8 1.450, H14 1.140
10 C -0.291 0.622 0.657  N4 1.463, H5 1.122, C8 1.320
11 H 0.416 -2.000 -2.503  O16 1.024
12 H 0.740 -0.970 0.013  C8 1.097
13 C -2.034 0.983 -0.937  H1 1.096, N4 1.305, H15 1.077
14 H 1.210 -0.693 2.830  C9 1.140
15 H -1.801 2.020 -0.763  C13 1.077
16 O 0.045 -1.107 -2.166  H2 0.949, H11 1.024

Summary:
HOMO	-13.96	eV
net charge	+1

Model B:
ORCA calculation (the ωB97M-V functional and the def2-TZVPD basis) on a cluster of 2 separate species, C4H10NO in total.

Each atom is followed by the atoms it is bonded to, with distances in Å.
Element x y z (Å)
1 H -1.545 -1.140 -1.102  C7 1.052
2 H -2.118 1.399 -0.674  C3 1.064
3 C -2.902 0.916 -0.141  H2 1.064, O4 1.415, H6 1.021, H12 1.067
4 O -2.541 -0.274 0.535  C3 1.415, C7 1.281
5 C 1.724 0.118 -0.232  H9 1.069, C10 1.453, N15 1.253
6 H -3.146 1.677 0.494  C3 1.021
7 C -1.859 -1.155 -0.098  H1 1.052, O4 1.281, H8 1.037
8 H -1.649 -1.999 0.467  C7 1.037
9 H 1.638 1.015 -0.807  C5 1.069
10 C 3.026 -0.363 0.198  C5 1.453, H13 0.991, H14 1.081, H16 1.062
11 H 0.581 -1.175 0.827  N15 1.109
12 H -3.632 0.562 -0.835  C3 1.067
13 H 3.414 -0.726 -0.639  C10 0.991
14 H 3.595 0.447 0.633  C10 1.081
15 N 0.604 -0.316 0.125  C5 1.253, H11 1.109
16 H 2.877 -1.070 0.977  C10 1.062

Summary:
HOMO	-14.21	eV
net charge	+1

Model C:
ORCA calculation (the ωB97M-V functional and the def2-TZVPD basis) on a cluster of 2 separate species, C4H10NO in total.

Each atom is followed by the atoms it is bonded to, with distances in Å.
Element x y z (Å)
1 H 1.072 -0.898 -1.204  C15 1.083
2 H 3.267 0.623 -1.024  C7 1.091
3 C -3.217 0.408 0.230  H5 1.088, H9 1.086, H12 1.093, C16 1.479
4 H 1.894 1.538 -0.402  C7 1.091
5 H -3.077 0.750 1.254  C3 1.088
6 H 2.381 -0.541 1.415  N13 1.020
7 C 2.694 0.850 -0.124  H2 1.091, H4 1.091, N13 1.439, H14 1.086
8 O -0.922 -0.249 0.180  C16 1.217
9 H -4.150 -0.137 0.120  C3 1.086
10 H -2.278 -1.158 -0.986  C16 1.101
11 H 0.893 -1.981 0.302  C15 1.079
12 H -3.278 1.292 -0.409  C3 1.093
13 N 2.140 -0.351 0.442  H6 1.020, C7 1.439, C15 1.278
14 H 3.351 1.341 0.589  C7 1.086
15 C 1.291 -1.092 -0.162  H1 1.083, H11 1.079, N13 1.278
16 C -2.061 -0.397 -0.220  C3 1.479, O8 1.217, H10 1.101

Summary:
HOMO	-14.08	eV
net charge	+1

Which one sits at the bottom of the stability order? model B does.